A molecular structure, C17H34BCaF4LiN2NaO17PS4 at a distorted geometry, computed with ωB97M-V with the def2-TZVPD basis set.

Calculated values
lowest unoccupied orbital energy	-4.2316	eV
Kohn-Sham gap	1.33	eV

Structure (XYZ):
```
83
Properties=species:S:1:pos:R:3:forces:R:3:mulliken_charge:R:1
C -2.1007 6.2782 -6.3121 -0.05 -0.19 0.11 -0.3919
Ca -5.6224 -0.1019 -0.0415 0.74 0.43 -0.62 1.0038
H -1.9096 -0.8054 4.0605 -0.15 0.61 0.03 -0.1654
O 7.7183 0.6331 6.9389 -0.08 -0.10 0.08 -0.5126
H 9.2141 3.7591 4.4962 -0.06 0.00 0.21 0.3186
H -1.7313 -6.0372 1.0804 0.06 -0.05 0.05 0.2110
O -4.3445 1.2946 -10.1796 -0.41 0.14 -0.16 -0.4708
S -7.3639 -0.4201 -5.8184 -3.37 -0.07 -0.66 1.1408
H -1.5669 4.0410 1.2597 0.13 0.10 0.02 0.2317
H 8.0683 0.7437 2.0748 -0.07 0.13 -0.03 0.3294
C -2.8770 3.6306 -5.9380 -0.07 -0.27 0.12 0.0653
C -2.5081 4.0910 -7.1886 -0.03 0.28 0.37 0.0830
O -2.3824 1.9851 2.6643 1.04 -0.56 -0.27 -0.6020
O 3.7137 -2.1036 3.4247 -0.29 0.18 -0.16 -0.4306
H 4.2196 -2.1718 5.4329 0.05 -0.04 0.01 0.3229
C 8.0779 1.2351 5.9828 0.02 -0.07 0.21 0.5995
H -3.1813 2.5989 -5.8156 0.03 0.01 -0.08 0.3470
C -2.8496 4.5063 -4.8611 0.11 0.20 -0.26 -0.4111
C 6.0117 -1.8294 4.2666 0.01 -0.16 -0.04 -0.8552
H 10.2161 2.2936 4.6163 -0.08 -0.06 -0.13 0.3152
H 6.2930 -2.8764 4.1399 -0.01 0.00 0.07 0.3177
O -3.5272 0.1290 -5.4499 -1.02 -0.72 -0.02 -0.6375
F -2.5311 3.2463 -8.2233 0.05 -0.04 -0.14 -0.2722
O -3.9688 2.2099 1.1558 -0.98 -0.83 -0.61 -0.4892
N -3.0229 2.6504 1.8195 -0.23 1.56 0.34 0.6666
H 0.4421 -4.7822 0.8491 0.14 -0.14 -0.04 0.0806
N -5.8277 -0.6519 -6.1019 0.37 0.18 0.85 -0.2471
H -3.1300 4.1563 -3.8754 -0.03 -0.04 -0.04 0.4162
O -5.3111 -2.6568 3.6731 1.82 -0.30 -0.90 -0.4596
H 2.4625 -4.2581 4.5172 0.01 -0.02 -0.02 0.2246
H 6.5763 -1.4323 5.1103 -0.04 0.03 -0.04 0.2867
C -1.0358 -6.2505 0.2631 0.00 -0.02 -0.03 -0.8760
C -2.6101 4.0492 1.5960 -0.24 -0.61 -0.05 -0.7448
O -5.0902 1.2026 -7.9077 -0.45 0.25 -0.02 -0.2158
H 3.1577 -3.6176 2.2166 0.01 0.16 -0.02 0.3047
O -0.9569 -3.9190 -0.4007 0.40 0.20 -0.14 -0.4482
H 9.7131 1.0292 2.6104 -0.01 0.05 0.06 0.3504
H -1.8051 7.3093 -6.4588 0.00 -0.03 -0.02 0.3559
O -5.1275 -0.2811 -3.6607 -0.48 -0.24 0.46 -0.5395
C 4.5226 -1.6677 4.5098 0.17 -0.04 0.07 -0.3718
C -0.1611 -5.0459 -0.0285 -0.31 -0.07 0.23 -0.0678
C -2.1171 5.4031 -7.3904 0.05 0.08 -0.16 -0.4649
P -3.7696 -2.3143 3.1739 -1.74 -1.54 -0.39 0.2048
H -2.2686 -3.8384 2.6674 0.05 -0.48 0.57 0.3207
O -3.2068 -3.7378 2.4758 -1.07 1.58 0.71 -0.4306
H 3.5507 -5.4654 3.8066 -0.01 0.03 -0.01 0.3868
F -1.6698 -2.7773 4.9358 -0.55 0.48 -0.93 -0.3925
H -1.8301 5.7308 -8.3813 -0.04 -0.04 0.00 0.4160
S -3.8321 -0.9592 1.7295 0.13 0.18 -0.30 -0.0074
C 8.7293 1.4922 2.5135 0.02 -0.34 0.04 -1.4070
H -0.4310 -7.1164 0.5376 -0.04 0.02 0.03 0.3456
H -5.5560 -2.0943 4.4148 0.05 0.07 0.30 0.3187
H 4.1459 -4.3397 5.0251 0.03 -0.05 -0.04 0.3211
C 3.8411 -3.4660 3.0546 0.05 -0.11 0.09 -0.3067
O -5.8535 2.9675 -9.3212 0.50 -0.05 0.23 -0.4861
H -1.6372 -6.5041 -0.6103 0.07 0.01 -0.01 0.2635
H 7.2809 2.5178 3.7242 0.04 0.02 0.11 0.2532
Li -0.3407 1.6532 1.9364 -0.48 0.13 0.19 0.4141
H 6.3126 -1.2957 3.3631 -0.01 0.03 0.05 0.2324
C 3.4810 -4.4375 4.1662 0.02 0.04 0.09 -1.0208
O -6.6215 0.7386 -9.7145 0.41 -0.35 0.31 -0.4411
S -4.9070 0.0505 -5.0505 2.04 1.15 -0.15 1.1062
F -5.3449 1.5783 -5.1089 -0.19 -0.13 0.22 -0.2444
S -5.4774 1.5491 -9.2813 0.03 0.20 -0.51 1.2172
H -2.7108 4.5774 2.5407 0.19 0.03 -0.01 0.2660
H -3.1386 -1.2649 5.5023 -0.56 0.14 -0.14 -0.1404
F -7.9575 -1.1748 -7.0841 0.76 -0.02 0.19 -0.2644
O -7.9373 -1.1713 -4.7273 0.90 0.32 -0.11 -0.6427
O 8.7242 2.4283 6.0238 -0.07 -0.16 -0.09 -0.3430
H 4.8478 -3.6641 2.6736 0.02 -0.04 0.05 0.2978
H -2.4483 6.5128 -4.2062 -0.01 0.00 -0.04 0.3400
O -7.8567 0.9176 -6.0111 0.86 -0.61 0.38 -0.5640
H -1.5460 -3.7236 0.3290 -0.40 -0.12 -0.02 0.2356
C 9.2004 2.6902 4.7005 0.07 0.38 0.07 -0.5449
C -2.4643 5.8302 -5.0478 0.00 0.01 0.09 -0.4889
H 0.5148 -5.2554 -0.8561 -0.05 0.17 -0.02 0.3151
C 8.2026 1.9417 3.8575 0.25 -0.09 -0.82 0.4850
Na -1.0634 -1.5765 2.5415 0.84 0.10 -0.70 0.5166
B -2.5711 -1.6735 4.5355 1.21 -1.08 1.81 0.4217
H 8.8103 2.3354 1.8269 -0.04 0.01 0.05 0.3928
H -3.2530 4.4845 0.8385 0.04 -0.06 -0.01 0.3108
O 7.9022 0.8222 4.7016 0.02 0.27 0.21 -0.2355
H 4.2983 -0.6088 4.6475 -0.12 -0.04 -0.11 0.2814
```
Positions in Å, forces in eV/Å.

---

16 unconnected molecules or ions with the total composition H32O16 at a distorted geometry, computed with ωB97M-V with the def2-TZVPD basis set.

Calculated values
energy relative to the best compared isomer or geometry (same formula, charge and spin)	530.4	kJ/mol
lowest unoccupied orbital energy	-0.5426	eV
Kohn-Sham gap	9.01	eV

Structure (XYZ):
```
48
Properties=species:S:1:pos:R:3:forces:R:3:mulliken_charge:R:1
H 4.9030 22.8896 -0.3040 0.32 -0.20 -0.66 0.3352
H 12.2314 19.3264 1.8120 -0.25 -0.44 0.70 0.2796
H 7.5256 19.4066 -2.0017 0.41 -0.55 0.05 0.3190
O 7.8113 17.6040 2.2759 -0.20 0.29 -0.34 -0.8690
O 12.1735 19.8191 1.0074 0.28 0.27 -1.36 -0.6342
H 5.4227 21.4978 -0.4771 0.30 -0.63 0.37 0.5534
O 5.4026 19.9847 0.3635 2.32 0.45 1.06 -0.8730
O 9.4470 23.0768 0.8023 -0.75 0.14 0.41 -0.5850
H 9.7951 17.5081 -0.1321 -0.61 -0.50 -0.56 0.2570
O 9.7212 19.0222 3.6458 -0.13 0.02 0.17 -0.7427
H 7.8187 17.0759 3.0675 0.13 -0.85 0.28 0.3306
H 10.9987 17.3317 0.7279 -0.30 0.41 0.31 0.2594
O 10.1618 17.8313 0.6839 0.81 -0.54 0.04 -0.5296
H 9.4153 19.2236 4.5345 -0.10 -0.16 0.20 0.2645
H 5.4747 18.6043 4.2077 -0.35 0.27 0.16 0.3211
H 10.3712 23.2337 0.7333 1.36 0.12 0.21 0.2962
H 8.3518 18.3632 2.5609 0.57 0.22 -0.10 0.3934
H 4.5943 19.8398 -0.0316 -2.98 -0.74 -1.38 0.2770
H 9.9784 19.9104 3.3412 0.33 0.28 -0.25 0.3162
O 7.1007 20.1196 -2.4721 -0.64 -0.04 -0.30 -0.6544
H 7.3789 20.1060 -3.3932 0.03 -0.15 0.06 0.2895
O 7.2654 21.8575 3.0898 -0.57 -0.50 -0.24 -0.8006
O 5.2659 22.2877 -0.9854 -0.69 1.50 0.25 -0.7150
H 7.8049 21.5713 -1.9637 0.46 -1.03 -0.53 0.3357
H 8.5513 20.1873 0.4709 0.54 0.87 -0.46 -0.0147
H 9.8036 21.4449 2.1139 -1.21 0.37 -1.22 0.3553
H 6.3148 21.6705 2.9760 0.15 0.53 0.69 0.4708
H 6.8090 17.2344 -0.8136 -0.30 0.03 -0.42 0.2746
O 9.9399 20.1841 -0.7451 -0.20 0.62 -0.63 -0.5899
H 7.1666 22.6248 -1.3113 -1.15 1.01 0.57 0.4208
H 11.4545 19.4606 0.4579 0.63 0.36 0.88 0.3323
H 10.3456 19.7820 -1.5066 0.33 0.26 -0.90 0.3025
O 7.9971 22.4715 -1.7373 1.06 0.91 0.11 -0.7206
H 9.1915 23.0479 -0.1136 -0.79 -0.27 -0.96 0.2848
H 7.5791 21.2622 2.3754 0.41 1.05 0.75 0.1424
H 9.8038 19.4114 -0.2193 0.09 -1.00 1.01 -0.0145
H 4.7724 20.5477 1.9373 0.63 -0.34 0.36 0.3675
H 6.3165 17.9933 3.1307 -0.20 0.04 -0.46 0.3799
O 5.4297 17.9496 3.5093 -0.06 -0.13 0.28 -0.6538
H 6.0398 19.5588 -0.2222 0.04 -0.50 -0.18 0.1333
H 10.4068 22.3602 3.1263 -0.25 0.29 0.21 0.3114
H 7.2726 19.8730 1.0323 -3.37 -1.75 -0.19 -0.0895
O 8.0241 20.3214 1.2535 3.00 0.50 0.11 1.1502
O 4.6797 20.9212 2.8266 0.33 -0.48 -0.44 -0.5976
O 10.5582 21.5395 2.6617 1.37 -0.61 1.33 -0.6381
H 7.4791 17.7243 0.4024 0.35 0.02 1.38 0.1999
O 7.1900 18.0397 -0.4534 0.15 -0.23 -0.87 -0.5347
H 3.8261 21.3027 2.7435 -1.31 0.84 0.49 0.3036
```
Positions in Å, forces in eV/Å.

---

A molecular structure, C15H18BHgN12S at a distorted geometry, computed with ωB97M-V with the def2-TZVPD basis set.

Calculated values
energy relative to the best compared isomer or geometry (same formula, charge and spin)	170.8	kJ/mol
net charge	+1
lowest unoccupied orbital energy	-3.9714	eV
Kohn-Sham gap	6.82	eV

Structure (XYZ):
```
48
Properties=species:S:1:pos:R:3:forces:R:3:mulliken_charge:R:1
C -5.5816 0.5337 -0.1687 -1.68 0.81 0.16 -1.0339
N 0.4917 -0.3247 2.0546 -1.42 1.05 0.84 -0.7850
C -3.9101 -2.6324 -0.4250 0.67 -2.59 -0.56 0.2975
N 1.4958 -1.9810 -0.4936 1.24 0.30 0.44 -0.6368
H -0.5821 -0.2436 3.8532 -0.22 -0.42 0.74 0.5967
C 4.8196 2.6145 0.6675 -0.18 -0.83 -0.26 -0.2359
N -5.2158 -2.9569 -0.5421 2.99 -0.75 0.40 0.2522
H 0.3266 1.9319 -4.1103 0.89 -0.10 0.30 0.3744
H -0.3726 1.7472 -1.5086 0.54 -0.24 -0.45 0.2447
C 2.2247 -3.1260 -0.7187 0.66 1.15 0.61 -0.2030
N 0.5149 0.5032 0.9580 0.57 0.47 1.12 1.6963
H -6.3725 0.5479 0.6297 0.83 0.07 -0.53 0.3200
N 4.2267 1.5795 0.0332 0.05 1.03 0.63 -0.9935
H 5.7572 3.0309 0.2522 -0.70 -0.54 0.44 0.4206
H -4.7873 1.2498 0.1186 -0.41 -0.54 -0.40 0.2879
H 2.9451 0.8247 -4.1645 -0.23 -0.47 0.16 0.4235
N -2.6262 -0.5887 -0.0690 -1.12 -2.08 1.75 -0.4294
C 3.4011 -3.0530 0.0246 -0.59 1.19 0.29 -1.0082
Hg -0.5114 -2.4776 -0.4404 -0.69 0.34 0.12 0.7821
C 2.2285 0.8273 -3.3493 -0.91 -0.36 0.56 -0.4854
H -5.5872 -3.8874 -0.6292 -0.17 -0.11 -0.09 0.1909
N 3.0468 1.3471 0.6877 -0.81 1.68 1.63 0.7070
C -0.3614 1.5406 1.1286 0.63 -1.01 0.63 -0.6699
C 0.5068 1.3407 -2.0224 1.64 -0.19 0.85 -0.0356
C 2.9217 2.2992 1.7311 1.46 -1.05 -0.56 -0.3009
C 3.4015 -1.7440 0.6376 -1.41 -0.87 -1.57 -0.0004
C -5.1471 -0.8692 -0.3086 -1.31 -0.45 0.86 0.6892
S -2.6260 -3.7195 -0.7670 0.78 0.09 0.32 -0.3773
N -5.9592 -1.9005 -0.4170 -1.36 3.01 -0.32 -0.6779
H 1.9122 -3.7821 -1.5566 0.17 0.14 1.13 0.4459
N 1.5082 0.6462 -1.3086 -0.43 -0.27 -1.96 0.9834
N 2.4722 0.2092 -2.1850 -0.06 2.17 -0.32 -0.9394
H 2.1451 2.3259 2.4553 -0.86 -0.29 0.08 0.3564
H 4.2095 3.9451 2.4240 0.20 -0.53 -0.06 0.3523
C -0.4186 0.2093 2.9142 1.14 -0.14 -2.34 -0.5653
N 2.2582 -1.1045 0.3391 -0.30 -2.05 -1.77 0.6846
H 4.1895 -1.2054 1.1298 0.11 0.00 0.20 0.4978
C 4.0807 3.0496 1.8193 -0.88 -0.28 -1.90 -0.7320
B 1.8738 0.4572 0.1665 -0.30 -0.61 -0.17 0.1496
N -3.8607 -1.3417 -0.1867 1.66 2.71 -0.56 0.3127
H -2.4228 0.0208 -0.8276 -0.33 0.68 -0.56 0.2090
H -6.1671 0.8644 -1.0832 1.09 -0.29 0.89 0.3002
H -2.4849 -0.2258 0.8999 -0.25 -0.04 -1.17 0.1824
C -0.9777 1.3687 2.3480 -0.09 0.34 -0.31 -1.3202
C 0.9652 1.5036 -3.3244 -0.64 -0.45 0.78 -0.8335
H -0.4352 2.3643 0.4553 0.08 0.26 -0.31 0.6022
H -1.6592 2.0987 2.7304 -0.33 -0.04 0.46 0.4935
H 4.1435 -3.8169 0.1479 0.27 0.07 -0.22 0.4102
```
Positions in Å, forces in eV/Å.

---

Question: Among the records above, which one has the highest Kohn-Sham gap?
Answer: H32O16

---

Question: Kohn-Sham gap of number 3 (C15H18BHgN12S)?
Answer: 6.82 eV

---

Question: Look up the Kohn-Sham gap of the first one.
Answer: 1.33 eV

---

Question: Which of these has the highest lowest unoccupied orbital energy?
Answer: H32O16